Record 1
{
  "formula": "C30H36BrN3O2Tl",
  "method": "wB97M-V/def2-TZVPD",
  "species": ["C", "H", "C", "N", "H", "H", "H", "H", "H", "C", "C", "C", "C", "H", "C", "C", "C", "H", "H", "H", "C", "C", "N", "C", "H", "H", "H", "C", "H", "C", "C", "H", "H", "H", "H", "H", "C", "H", "H", "H", "C", "C", "C", "H", "H", "O", "Br", "H", "H", "H", "Tl", "C", "H", "H", "C", "C", "H", "C", "C", "H", "O", "H", "C", "H", "N", "H", "C", "C", "H", "C", "C", "H", "C"],
  "positions_angstrom": [[-4.9713, 3.3208, 0.7143], [-5.5660, 0.9682, -0.5054], [1.3827, -2.4526, 2.6249], [0.7044, 0.1485, -0.3178], [-0.9529, -3.3744, -2.1280], [-1.5666, 2.3631, 2.0882], [6.8680, 0.8179, 1.0582], [-2.9348, 0.2954, 1.2306], [2.0383, -3.2654, -2.9688], [-2.5698, 1.1112, -2.0855], [5.1891, 0.8293, -0.2749], [-4.1430, 2.5498, -0.2736], [0.7929, -2.8181, 1.4203], [7.6101, 3.0960, 0.3200], [1.1815, -4.8579, -1.2105], [4.8719, 2.6535, -1.5741], [3.5013, -2.2861, 1.5314], [-2.2705, -0.5878, -3.4376], [-5.3284, -0.9098, -1.7065], [-0.3232, 0.5276, 4.1905], [-2.8999, 3.0262, -0.6762], [-0.5767, -3.0902, -1.1435], [-0.8668, 0.4540, 1.5649], [2.9056, -2.6397, 0.3316], [0.1727, 2.0928, 2.3487], [-2.0209, -1.2170, 1.0527], [-1.6400, -1.3483, 3.4602], [-2.0959, 2.3370, -1.5769], [3.1991, -1.8915, 3.6258], [6.7296, 2.6319, -0.1070], [5.9948, 3.3012, -1.0657], [-1.1277, -3.6729, -0.3984], [-0.2707, -3.0226, 1.4042], [-4.8769, 4.3962, 0.5560], [3.4952, -2.7033, -0.5771], [-2.5516, 3.9787, -0.2903], [2.7395, -2.1795, 2.6884], [-1.1845, 2.0566, 4.5019], [6.2639, 4.2868, -1.4151], [0.7305, -5.4029, -0.3755], [0.9414, -3.3400, -1.0947], [-0.8158, 1.6382, 2.4200], [-1.1202, 1.1950, 3.8372], [4.8203, -0.1473, 0.0176], [-4.5725, -0.6667, -3.2794], [-2.3697, 0.5337, 3.9056], [3.8233, 3.5556, -2.8755], [-0.7939, -2.0295, -0.9986], [0.7496, -5.2296, -2.1431], [-0.6967, 3.9474, -1.5359], [1.9072, -0.2878, -2.7202], [-0.0538, 0.3204, 0.5385], [-6.0248, 3.0491, 0.6542], [-3.3809, -1.0666, 3.2011], [-4.3838, -0.6966, -2.2039], [-2.1176, -0.3033, 1.6418], [0.0591, 2.3446, -1.6379], [-1.7876, 0.3347, -3.0735], [1.5672, -2.5780, -2.2519], [-4.6359, 3.1111, 1.7345], [-0.6955, 0.6404, -3.5155], [-0.6824, 3.0271, -3.0565], [-3.8241, 0.6102, -1.6936], [0.7736, -2.3795, 3.5186], [4.4760, 1.4620, -1.2063], [4.5676, -2.0916, 1.5700], [-0.7818, 2.9528, -1.9746], [-2.3873, -0.6307, 3.0971], [2.2519, -5.0744, -1.2200], [6.3242, 1.3703, 0.3045], [1.5377, -2.9024, 0.2474], [-3.7138, -1.5370, -2.0105], [-4.5939, 1.3456, -0.8010]],
  "orbital_gap_ev": [3.204, 6.175],
  "e_lumo_ev": [2.31, 2.31],
  "homo_ev": [-0.89, -3.86],
  "charge": -1
}

Record 2
{
  "formula": "C28H84O28",
  "method": "wB97M-V/def2-TZVPD",
  "species": ["H", "H", "H", "O", "C", "H", "H", "H", "O", "C", "O", "H", "H", "H", "C", "H", "C", "H", "O", "H", "O", "H", "O", "C", "H", "H", "C", "C", "C", "H", "H", "H", "H", "O", "H", "O", "H", "H", "O", "O", "O", "H", "H", "H", "H", "H", "H", "H", "H", "H", "H", "C", "C", "H", "H", "H", "O", "C", "C", "H", "H", "C", "H", "C", "C", "H", "C", "C", "O", "H", "C", "O", "O", "H", "O", "H", "H", "H", "H", "H", "H", "H", "H", "C", "H", "O", "H", "H", "H", "H", "H", "H", "O", "H", "H", "H", "C", "H", "H", "O", "O", "O", "H", "O", "H", "H", "H", "H", "C", "H", "C", "H", "C", "H", "H", "O", "C", "H", "H", "H", "O", "O", "H", "H", "H", "H", "H", "C", "C", "C", "H", "O", "H", "H", "H", "H", "O", "C", "O", "H"],
  "positions_angstrom": [[-4.7997, -0.3795, 0.7189], [-2.4711, -3.3624, 1.8609], [-2.6804, 4.7486, -2.9713], [-1.0549, 1.3852, 0.2923], [3.7730, 1.0808, 3.0501], [-5.0882, -3.9255, -1.9848], [0.0756, 5.3219, 1.5152], [-0.4292, 1.1127, 3.6427], [0.5005, -2.3254, -3.5021], [1.3460, -2.8853, -5.7658], [-1.8904, 5.5148, -4.5810], [-5.3797, 4.8167, -0.9161], [0.9626, -4.1104, 1.5030], [-0.1904, -5.0420, 3.2527], [2.7025, -2.7380, 2.6795], [5.5733, -2.1497, -0.6087], [-0.0356, -5.7058, -2.1447], [-0.3852, 0.6092, -1.4807], [2.5132, -4.0669, 2.2658], [1.9163, -2.4451, 3.3754], [-2.5886, -5.3919, 1.7328], [0.7218, 6.6123, -1.2089], [2.4685, -3.1783, -1.8023], [-3.0295, -0.8315, 4.0209], [0.4944, 7.5626, 0.2588], [-3.1527, -0.3318, 4.9817], [0.5528, 5.3746, 0.5367], [4.0578, -2.5893, 3.4186], [1.0419, -1.8328, -4.7394], [3.3777, -4.3772, 1.9868], [0.1960, -5.1359, -0.3420], [-6.1118, -0.9636, -1.7810], [-2.6447, 3.6541, -4.2810], [-4.2226, 6.0562, 0.3722], [-2.4116, 5.0001, -0.3098], [0.7268, 2.6959, 2.6811], [4.9264, 0.2539, -2.2303], [-1.2748, -1.1670, 3.1631], [-4.7423, -3.0421, -2.1317], [-3.2550, -0.3114, 1.5226], [0.8055, -5.3800, -1.0423], [-0.6181, 2.4552, 5.8044], [-2.7279, 5.8995, -4.8496], [-2.9988, -5.4041, -1.3535], [5.2091, -3.6248, 2.2169], [0.2812, -1.1755, -5.1604], [-0.0171, -1.7035, -0.6228], [1.2230, -2.6591, -2.9653], [-1.7813, -5.0266, -3.0466], [2.0085, -2.4416, -6.5090], [-0.7680, 4.1760, 0.0106], [4.8667, -2.5980, -1.3071], [-4.7099, -2.3999, -0.8969], [-1.0897, 2.6810, 3.4660], [2.2569, -4.0947, -1.6099], [0.3588, -3.1579, -6.1388], [-1.2041, 6.7639, -0.5183], [2.3953, 2.1803, -1.8106], [0.1911, 6.6519, -0.2576], [1.8338, 1.9750, 5.9943], [2.6127, -2.0387, 1.8483], [-3.7508, 3.7452, 0.2175], [1.7947, 1.4625, -1.2518], [-4.8408, 4.8027, 0.0312], [-2.1350, -4.2387, 2.4152], [-0.3847, -2.3162, 1.3892], [-5.2749, -0.9833, -1.0828], [3.3624, -2.6700, -0.8575], [0.1770, 4.2433, -0.1445], [-5.6303, 4.5462, 0.7375], [-0.1254, -0.8792, 0.0821], [-2.5408, 4.0612, -0.4622], [2.8748, 3.2330, -1.0154], [4.9690, -3.8612, -2.5742], [5.2746, -3.8466, -1.6643], [2.9258, -1.7189, -0.5527], [2.9556, 0.7958, -3.3258], [-1.4170, 2.1902, -0.0851], [-4.4768, -0.3750, -1.5083], [1.8494, -1.1060, -4.6512], [-0.4708, -3.4434, 3.3164], [0.3148, 2.5665, 1.8237], [4.6892, 1.7985, 0.0201], [-0.6630, -4.2752, 2.6387], [-4.4204, 0.6196, 3.0378], [4.2543, 0.7067, -1.7156], [-3.7533, -1.6464, 4.0340], [-4.1896, 2.7910, -0.0739], [-1.1105, -3.8057, -2.1170], [0.0245, 4.4174, -5.0457], [-1.4185, 7.6623, -0.7800], [3.2509, -3.3540, -0.0162], [0.2482, 3.7325, -4.4113], [2.8216, 2.0396, 1.4219], [3.3219, 0.3510, 1.1949], [-3.6516, -2.4198, -0.6366], [-0.6429, 3.8717, -3.2771], [1.5929, 5.3435, 0.8614], [-2.1855, -5.3822, 0.8616], [1.0848, 1.4681, 5.6723], [-5.5735, -0.3137, 0.1545], [0.0128, -4.0984, 1.3644], [2.4846, 2.2761, 3.6671], [-1.6433, -1.1880, 4.0493], [4.1551, -1.6189, 3.9053], [1.6612, 2.6585, -2.4591], [0.4220, -5.3933, -3.0834], [-0.7188, 2.8486, -2.9089], [3.4458, 1.4532, -2.6076], [-0.1716, 4.5809, -2.5967], [3.6234, 1.3208, 1.5909], [2.8565, -3.9188, -4.8330], [0.2640, 2.4205, 5.1651], [-2.6205, -4.0589, 3.3744], [4.2825, -3.3775, 4.1372], [5.1149, -2.7136, 2.5040], [-2.0262, 4.3889, -3.7655], [4.9891, -1.9596, -2.1821], [-4.7858, 6.7926, 0.1230], [-2.3281, -0.2533, 1.2796], [3.3880, 2.1025, 3.9414], [-0.6704, -1.4046, 1.2942], [0.8932, -0.5859, 0.3361], [0.6185, 3.4436, 5.2906], [3.9740, 2.1297, -3.2795], [-1.8655, -0.0669, -0.9125], [3.1122, 0.2536, 3.3094], [-3.4154, 0.2272, 2.8826], [-0.8949, 0.2926, -0.5707], [-1.3090, -4.8767, -2.0757], [2.1143, 3.6513, -0.6053], [1.9929, -4.0772, -5.2211], [-3.3875, 3.6606, 1.2417], [-2.6803, 1.0161, 3.0421], [4.7756, 0.7270, 3.2903], [-0.2946, -6.7622, -2.2162], [-2.1463, -5.1772, -0.9751], [-0.1642, 2.1668, 3.7251], [4.8059, 1.7400, 0.9712], [-5.2104, -3.0227, -0.1555]],
  "orbital_gap_ev": 9.296,
  "e_above_lowest_ev": 3.496,
  "e_lumo_ev": 0.09,
  "homo_ev": -9.21,
  "charge": 0
}

Record 3
{
  "formula": "C18H31BiN2OS4SbSi2",
  "method": "wB97M-V/def2-TZVPD",
  "species": ["H", "S", "C", "S", "C", "H", "H", "C", "H", "Sb", "C", "H", "H", "C", "C", "C", "C", "N", "C", "H", "H", "C", "Si", "H", "H", "O", "C", "C", "H", "H", "Bi", "H", "N", "H", "H", "H", "H", "H", "H", "H", "C", "H", "H", "H", "C", "H", "H", "H", "S", "S", "H", "Si", "H", "H", "C", "H", "C", "C", "C", "H"],
  "positions_angstrom": [[-4.1168, -1.1063, -0.9650], [-0.7244, -5.3357, 2.7632], [-2.0896, 4.0488, -0.9576], [-2.0512, -1.3320, 1.6120], [-1.7779, -2.9936, 2.1270], [4.7746, -2.1580, -0.6667], [4.1257, 0.6643, -0.7917], [-3.2618, 0.6390, -3.6351], [2.2489, -0.6409, 2.7753], [2.6034, -1.2277, -2.0478], [2.2283, 2.6346, 2.5928], [1.9883, 0.0457, 4.3789], [4.1178, -0.2310, -4.1163], [-1.0321, -1.3685, -3.5093], [-2.0127, 2.7467, -1.4301], [-2.4481, -5.3630, 3.1119], [-0.5301, 1.9304, 3.9694], [0.1199, 1.1276, 1.1269], [-0.6178, -3.6822, 2.1349], [-4.0656, 1.1856, -3.1380], [-0.0977, 1.9788, 4.9718], [-3.4116, -1.6013, -1.6349], [-2.2108, -0.3654, -2.4130], [0.7254, -0.9108, 3.6053], [5.2118, -0.7293, -2.8122], [-3.0387, -6.3200, 3.5526], [3.0788, 0.6559, -1.0933], [-0.7208, 3.4115, 0.8976], [2.6524, 2.8232, 3.5826], [-1.5581, -1.7439, -4.3913], [-0.0157, -0.7964, 0.1629], [-1.5010, 5.3869, 0.6177], [-1.2538, 0.4301, -1.2116], [2.8993, 1.4661, -1.8000], [-2.6724, 1.3480, -4.2204], [-2.5058, 2.4861, -2.3547], [-0.6393, -2.2327, -2.9683], [-3.9847, -2.1359, -2.3974], [-0.1870, -0.7716, -3.8516], [-0.2159, 3.6784, 1.8166], [-0.6289, 2.0959, 0.4399], [-1.3185, 1.1744, 3.9819], [-3.7216, -0.0648, -4.3323], [-1.0033, 2.8909, 3.7608], [3.7219, -2.4388, -0.6510], [3.0204, 2.2174, 1.9670], [1.9470, 3.5962, 2.1602], [-2.8730, -2.3413, -1.0409], [-3.2127, -3.8151, 2.7378], [0.9273, -3.1800, 1.5713], [4.5240, -1.9375, -3.9148], [0.7831, 1.4071, 2.7104], [3.3230, -2.3095, 0.3532], [-2.6560, 4.7876, -1.5112], [-1.3156, 1.7448, -0.7496], [2.4480, 0.8212, -0.2223], [-1.4467, 4.3808, 0.2199], [4.3244, -1.0087, -3.3798], [1.5065, -0.1724, 3.4218], [3.6174, -3.4898, -0.9152]],
  "orbital_gap_ev": 6.724,
  "e_lumo_ev": 2.56,
  "homo_ev": -4.17,
  "charge": -1
}